<one>
# C2H6N2O2

2 unconnected molecules or ions with the total composition C2H6N2O2 (ωB97M-V/def2-TZVPD, the OMol25 dataset).

Positions of all 12 atoms, in Å:
1 O 1.1885 -1.2113 -0.9528
2 O -0.9469 -1.3816 -1.5923
3 N 0.7515 0.3079 1.5851
4 N -0.6244 1.8668 0.5596
5 C -0.3337 1.1198 1.5595
6 C 0.1539 -0.6983 -1.2636
7 H -1.3445 2.5115 0.8683
8 H -1.7288 -0.8560 -1.4108
9 H 1.1700 0.0974 0.6905
10 H -0.9535 1.0538 2.4598
11 H -0.0259 0.3823 -1.1521
12 H 0.8920 -0.3362 2.3346

Results
SMILES = [H]/N=C/N.O=CO
2S+1 = 1

Atom-resolved charges from natural (NBO), all expressed in e: -0.581 -0.679 -0.809 -0.772 0.286 0.629 0.345 0.493 0.412 0.146 0.135 0.394

=====

<two>
# C2H6N2O2

2 unconnected molecules or ions with the total composition C2H6N2O2 (ωB97M-V/def2-TZVPD, the OMol25 dataset).

Positions of all 12 atoms, in Å:
1 O 3.5945 1.6196 -0.5731
2 O -0.8813 -0.2134 0.4542
3 N 1.9234 0.0645 -0.3924
4 N -3.0058 -0.2666 -0.3260
5 C -2.0303 -0.5680 0.5662
6 C 3.0916 0.6606 -0.0341
7 H -2.4093 -1.1368 1.4239
8 H 3.5876 0.1696 0.8170
9 H 1.2214 0.6300 -0.8473
10 H -3.9171 -0.6838 -0.2792
11 H 1.5578 -0.5386 0.3294
12 H -2.7324 0.2628 -1.1385

Results
SMILES = NC=O.NC=O
2S+1 = 1

Atom-resolved charges from natural (NBO), all expressed in e: -0.602 -0.628 -0.815 -0.816 0.536 0.526 0.110 0.094 0.402 0.399 0.394 0.402

=====

Short version: <two>, <one>, most stable first.